[1]
DFT (ωB97M-V/def2-TZVPD) results for a cluster of 2 separate species, C3H7N4O in total.

XYZ file:
```
15
Properties=species:S:1:pos:R:3:forces:R:3
C -0.122693 1.281394 1.702974 -1.5 -6.4 1.4
C 1.999298 -1.277364 -0.781227 -0.9 -0.7 1.5
C -0.985558 0.186730 -0.259373 1.5 2.0 -0.7
N -0.160575 2.394380 1.152557 1.9 5.8 -1.7
N 2.237011 -1.639939 -1.871131 -0.2 0.4 -0.7
N -0.801187 0.267990 1.053287 0.0 -2.0 1.0
N -1.750813 -0.609801 -0.961736 -3.5 -2.8 3.0
O 1.548429 -1.024325 0.283623 0.7 0.4 -0.5
H 0.478368 0.885555 2.523831 0.2 0.9 0.0
H -0.309516 0.790560 -0.841493 -0.1 0.5 -0.1
H 0.052849 3.363011 1.422641 -0.8 -0.6 -0.2
H 2.829933 -2.055123 -2.540522 0.6 -0.1 -0.2
H -0.830973 -0.657526 1.527428 -0.2 1.0 0.0
H -2.528931 -1.210197 -0.479372 2.2 1.5 -1.4
H -1.655643 -0.695344 -1.931485 0.2 0.0 -1.3
```
Positions in Å, forces in eV/Å.

## Properties
Expectation value of S² ... 2.021
Total energy ... -412.37208 a.u.
Lowest unoccupied orbital energy (alpha / beta) ... -0.111 / -0.262 hartree
Net charge ... +1
Relative energy (zero: lowest compared OMol25 entry of this formula, charge and spin) ... 0.074 eV
Spin multiplicity ... 3
Gap between HOMO and LUMO (alpha / beta) ... 7.1 / 7.4 eV
Molar mass ... 115.12 g/mol


[2]
DFT (ωB97M-V/def2-TZVPD) results for the molecule C3H7N5.

XYZ file:
```
15
Properties=species:S:1:pos:R:3:forces:R:3
H 1.257317 -2.090866 -1.153513 0.0 0.0 0.3
N 0.511231 -1.489573 -0.801644 0.6 0.3 -0.3
C 0.968439 -0.411477 -0.250951 0.6 -1.3 0.0
N 2.249396 -0.212996 0.201964 0.0 0.1 -0.3
C 0.000828 0.644227 0.011033 -3.0 -1.1 -0.5
N 0.280967 1.585591 1.038942 -0.1 0.0 0.2
N -0.923270 1.056411 -1.097918 -0.2 0.2 -1.0
C -1.409957 0.051544 -0.533311 2.9 2.0 1.6
N -2.460992 -0.709267 -0.308110 -0.6 -0.3 0.2
H 2.392955 0.598839 0.781771 -0.1 -0.1 0.0
H 2.798875 -1.025663 0.430265 -0.1 0.1 -0.1
H 0.407898 2.513843 0.647700 -0.2 0.0 0.0
H -0.445835 1.623692 1.744427 0.2 0.0 -0.1
H -2.286646 -1.638499 0.044808 -0.1 0.2 -0.2
H -3.341207 -0.495804 -0.755465 0.2 -0.2 0.0
```
Positions in Å, forces in eV/Å.

## Properties
Total energy ... -392.23149 a.u.
Lowest unoccupied orbital energy ... 0.034 hartree
SMILES ... [H]/N=C(\N)[C@@]1(N)N=C1N
Net charge ... 0
Relative energy (zero: lowest compared OMol25 entry of this formula, charge and spin) ... 1.838 eV
Gap between HOMO and LUMO ... 9.3 eV
Molar mass ... 113.12 g/mol